[1]
Entry from the OMol25 dataset: a 4-piece molecular cluster, C3H14NO4 overall (wB97M-V/def2-TZVPD).

Values from the calculation:
- Total charge: +1
- HOMO: -14.385 eV
- Orbital gap: 11.029 eV
- Electronic energy: -478.0978 Eh
- Relative energy (zero: lowest compared OMol25 entry of this formula, charge and spin): 67.47 kcal per mole

The geometry in XYZ format:
```
22
Properties=species:S:1:pos:R:3:forces:R:3
C 1.403930 1.072702 0.217914 4.2 -1.6 -1.3
C 0.813485 2.010232 1.229648 1.1 2.4 2.4
C -0.642831 1.980978 1.892853 2.0 -1.6 -3.3
O -1.285134 0.982701 1.700570 -0.8 -0.3 0.6
N 0.467436 0.133254 -0.314295 -4.0 -2.4 4.4
H 2.239407 0.390191 0.602326 -1.1 1.1 0.3
H 2.027266 1.482020 -0.639605 -1.4 0.6 1.0
H 1.045598 2.992914 0.772549 -0.6 0.0 0.9
H 1.492845 1.935486 2.146789 -0.8 0.4 -1.0
H -1.059936 2.860987 2.340499 0.1 0.7 0.7
H -0.489693 0.591495 -0.226295 1.3 -0.9 -0.7
H 0.349938 -0.549213 0.639015 -0.1 1.3 -3.8
H 0.540711 -0.415143 -1.198165 0.3 0.1 0.3
H -1.274073 -0.946026 -3.128209 0.8 -0.3 1.5
H -1.554409 -0.125522 -1.965277 -2.6 3.1 1.1
O -1.026854 -0.828019 -2.163684 1.3 -2.8 -3.0
H 0.907129 -3.132954 -1.557592 1.3 1.7 -1.3
H 2.175586 -2.551455 -2.352242 1.6 -0.9 -0.4
O 1.319524 -2.344447 -2.050329 -2.8 -0.7 1.9
H -2.743477 -2.266589 0.758355 -0.8 -0.3 -1.3
H -2.373604 -1.171247 1.712596 -0.2 1.2 0.3
O -2.332843 -2.102345 1.582579 1.0 -0.8 1.0
```
Positions in Å, forces in eV/Å.

=====

[2]
Entry from the OMol25 dataset: a 6-piece molecular cluster, C5H22N2O5 overall (wB97M-V/def2-TZVPD).

Values from the calculation:
- Total charge: 0
- SMILES: CCC/C(N)=C/N.O.O.O.O.O
- HOMO: -8.003 eV
- Orbital gap: 8.376 eV
- Electronic energy: -689.2860 Eh
- Relative energy (zero: lowest compared OMol25 entry of this formula, charge and spin): 85.75 kcal per mole

The geometry in XYZ format:
```
34
Properties=species:S:1:pos:R:3:forces:R:3
C 3.486012 1.480415 -0.946114 -0.3 -0.1 2.4
C 2.162120 0.919904 -1.665694 0.7 1.3 1.8
C 1.560577 -0.514478 -1.360745 -4.0 6.1 0.4
C 1.097417 -0.694760 0.083308 -0.7 -0.2 0.8
N 1.191015 -2.003532 0.574571 0.9 3.5 0.4
C 0.562695 0.294465 0.878868 0.4 0.8 0.5
N -0.138630 0.028012 2.131404 -2.3 0.1 -3.0
H 3.576076 2.587241 -1.172360 0.5 -1.5 -0.4
H 4.365312 0.809177 -1.072936 -0.3 0.9 -0.8
H 3.549654 1.547964 0.239537 -1.1 -0.5 -2.1
H 2.332273 1.134267 -2.725117 -0.1 -0.7 0.0
H 1.390078 1.665029 -1.382381 0.3 -0.5 -0.1
H 0.628538 -0.383208 -2.065457 1.6 -1.3 1.3
H 2.208727 -1.196386 -1.638024 2.8 -3.7 -1.5
H 0.926218 -2.195462 1.488457 -0.8 0.3 1.8
H 1.128320 -2.813377 0.089284 -0.3 -2.3 -2.7
H 0.687342 1.417189 0.795218 0.1 -1.6 -1.0
H -0.879068 0.718038 2.280597 0.6 -0.1 -0.1
H 0.304487 -0.100805 2.969174 1.9 -0.4 2.2
O -3.071431 -0.881010 2.713596 0.7 1.6 0.7
H -3.644827 -1.566631 2.399068 0.4 -0.6 -0.8
H -2.201564 -0.749484 2.275076 -0.8 -1.2 0.0
O -3.206675 1.089724 -0.311096 1.2 1.8 0.0
H -2.836186 0.953886 0.556201 -0.5 -0.9 1.2
H -2.587249 1.846865 -0.461735 -0.9 -0.3 -1.0
O -2.223772 -1.359536 -0.683034 3.3 0.1 -0.3
H -1.383503 -0.757739 -0.630555 -2.7 -1.1 0.1
H -3.013513 -0.922755 -0.389416 -0.1 1.0 0.1
O -1.477772 -3.579965 0.369486 3.9 2.9 0.1
H -1.785587 -4.411325 0.505995 -2.4 -2.6 0.3
H -1.699686 -2.653198 0.139993 -1.6 -0.9 -0.3
O -0.616542 3.362893 -1.142167 -3.3 -0.3 2.3
H -0.179993 2.746713 -1.644328 1.8 -2.0 -2.0
H -0.210862 4.181871 -1.198675 1.3 2.3 -0.3
```
Positions in Å, forces in eV/Å.

=====

Q: Among the records above, which one has the highest total charge?
A: C3H14NO4

=====

Q: What is the total charge in the second record?
A: 0

=====

Q: The highest electronic energy belongs to which entry?
A: C3H14NO4

=====

Q: Among the records above, which one has the highest HOMO?
A: C5H22N2O5